*P*
Here is a 2-piece molecular cluster, C3H5NO overall from OMol25. Energies are from ωB97M-V/def2-TZVPD.

HOMO energy, eV: -8.061
Molar mass, g mol⁻¹: 71.1
Kohn-Sham gap, eV: 8.68

The geometry in ORCA input format:
```
! RIJCOSX wB97M-V def2-TZVPD def2/J DEFGRID3
* xyz 0 1
C 1.740 0.407 0.381
C 0.747 0.957 -0.230
C -1.413 0.052 0.105
N -1.210 -1.236 0.031
O -2.286 0.872 0.091
H 2.679 0.714 0.093
H 1.438 -0.377 1.191
H 0.643 1.731 -1.038
H -0.282 -1.420 -0.380
H -2.056 -1.701 -0.244
*
```


*Q*
Here is a 2-piece molecular cluster, C3H5NO overall from OMol25. Energies are from ωB97M-V/def2-TZVPD.

HOMO energy, eV: -9.192
SMILES: C=C=O.C=N
Molar mass, g mol⁻¹: 71.1
Kohn-Sham gap, eV: 10.17

The geometry in ORCA input format:
```
! RIJCOSX wB97M-V def2-TZVPD def2/J DEFGRID3
* xyz 0 1
C -2.194 -0.065 0.388
C -1.640 -0.475 -0.699
O -1.150 -0.753 -1.700
H -2.056 -0.516 1.396
H -3.017 0.613 0.462
C 2.261 -0.041 0.067
N 1.408 0.640 -0.469
H 2.691 -0.813 -0.598
H 2.631 -0.062 1.092
H 1.067 1.473 0.061
*
```


Short version: *Q* is the most stable of them.


*P*
Here is a 2-piece molecular cluster, CH3FO2S overall from OMol25. Energies are from ωB97M-V/def2-TZVPD.

HOMO energy, eV: -11.427
Molar mass, g mol⁻¹: 98.1
Kohn-Sham gap, eV: 10.70

The geometry in ORCA input format:
```
! RIJCOSX wB97M-V def2-TZVPD def2/J DEFGRID3
* xyz 0 1
C 0.373 -0.002 0.134
O -1.992 -1.318 -0.461
O -2.012 1.041 0.079
F 1.179 -1.003 0.508
S -1.426 -0.239 0.315
H 0.994 0.408 -1.429
H 0.688 0.817 0.680
H -1.485 -0.507 1.819
*
```


*Q*
Here is a 2-piece molecular cluster, CH3FO2S overall from OMol25. Energies are from ωB97M-V/def2-TZVPD.

HOMO energy, eV: -10.853
Molar mass, g mol⁻¹: 98.1
Kohn-Sham gap, eV: 10.13

The geometry in ORCA input format:
```
! RIJCOSX wB97M-V def2-TZVPD def2/J DEFGRID3
* xyz 0 1
C 0.488 1.115 0.004
O 0.208 -2.483 0.022
O -1.837 -1.394 -0.582
F 1.515 1.389 0.564
S -0.760 -1.474 0.331
H 0.604 0.826 -1.066
H -0.355 1.847 0.101
H 0.136 0.173 0.625
*
```


Short version: *Q* is the most stable of them.


*P*
Here is a 2-piece molecular cluster, CH3FO2S overall from OMol25. Energies are from ωB97M-V/def2-TZVPD.

HOMO energy (spin up / spin down), eV: -12.656 / -9.979
Molar mass, g mol⁻¹: 98.1
Kohn-Sham gap (spin up / spin down), eV: 9.80 / 6.49

The geometry in ORCA input format:
```
! RIJCOSX wB97M-V def2-TZVPD def2/J DEFGRID3
* xyz 0 1
C 0.277 -0.886 -0.354
O 0.088 0.766 2.149
O -1.767 0.561 0.515
F 0.724 2.164 -1.232
S -0.369 0.562 0.797
H -0.625 -1.269 -0.945
H 0.776 -0.277 -1.125
H 0.895 -1.620 0.194
*
```


*Q*
Here is one molecule with the formula CH3FO2S from OMol25. Energies are from ωB97M-V/def2-TZVPD.

HOMO energy, eV: -11.436
SMILES: O=[SH](=O)CF
Molar mass, g mol⁻¹: 98.1
Kohn-Sham gap, eV: 11.54

The geometry in ORCA input format:
```
! RIJCOSX wB97M-V def2-TZVPD def2/J DEFGRID3
* xyz 0 1
O -1.448 -0.602 -1.200
S -0.799 -0.525 0.101
O -1.591 -0.190 1.288
C 0.752 0.521 -0.037
F 0.491 1.930 -0.059
H 0.026 -1.794 0.341
H 1.565 0.281 0.671
H 1.004 0.380 -1.107
*
```


Short version: *Q* is the most stable of them.


*P*
Here is a 2-piece molecular cluster, C3H10N4 overall from OMol25. Energies are from ωB97M-V/def2-TZVPD.

HOMO energy, eV: -16.650
Molar mass, g mol⁻¹: 102.1
Kohn-Sham gap, eV: 8.40

The geometry in ORCA input format:
```
! RIJCOSX wB97M-V def2-TZVPD def2/J DEFGRID3
* xyz 2 1
C 3.532 0.190 -1.407
C 3.701 -1.113 0.484
C 5.071 1.062 0.620
N 2.720 -0.842 -1.473
N 4.252 0.139 -0.054
N 2.816 -1.587 -0.509
N -9.832 -0.081 0.022
H 3.605 1.068 -2.086
H 4.434 -1.877 0.486
H 3.199 -1.047 1.486
H 4.622 1.987 0.877
H 5.548 0.744 1.667
H 5.714 1.594 -0.073
H -10.582 -0.686 -0.163
H -10.011 0.694 -0.574
H -8.942 -0.478 -0.233
H -9.846 0.233 0.930
*
```


*Q*
Here is C3H10N4 as an isolated structure from OMol25. Energies are from ωB97M-V/def2-TZVPD.

HOMO energy, eV: -18.447
Molar mass, g mol⁻¹: 102.1
Kohn-Sham gap, eV: 9.31

The geometry in ORCA input format:
```
! RIJCOSX wB97M-V def2-TZVPD def2/J DEFGRID3
* xyz 2 1
C -0.492 0.174 1.268
C 0.299 -0.686 1.716
C -1.208 0.304 -0.027
N 1.014 -1.711 2.049
N -1.918 1.312 -0.342
N 1.515 -0.138 -0.779
N 0.217 0.138 -1.237
H -0.658 1.127 1.774
H -1.814 -0.628 -0.301
H 0.723 -2.348 2.910
H 2.072 -1.710 1.944
H -2.696 1.135 -0.937
H -1.802 2.288 -0.202
H 2.010 0.836 -0.597
H 2.050 -0.801 -1.438
H -0.109 -0.838 -1.511
H -0.021 0.806 -1.978
*
```


*R*
Here is an isolated ion of composition C3H10N4 and charge +2 from OMol25. Energies are from ωB97M-V/def2-TZVPD.

HOMO energy, eV: -18.897
SMILES: CNC(=[NH2+])/[NH+]=C/N
Molar mass, g mol⁻¹: 102.1
Kohn-Sham gap, eV: 9.26

The geometry in ORCA input format:
```
! RIJCOSX wB97M-V def2-TZVPD def2/J DEFGRID3
* xyz 2 1
C 2.022 0.882 0.279
N 0.688 0.832 -0.188
C 0.013 -0.845 -0.095
N 0.817 -1.833 -0.111
N -1.308 -0.778 -0.166
C -1.845 0.348 0.340
N -2.991 0.793 -0.059
H 2.159 0.180 1.062
H 2.768 0.699 -0.544
H 2.231 1.878 0.727
H 0.822 0.898 -1.170
H 1.762 -1.680 -0.220
H 0.345 -2.726 -0.136
H -1.796 -1.480 -0.598
H -1.351 0.882 1.119
H -3.297 1.773 0.170
H -3.335 0.471 -0.988
*
```


*S*
Here is a 2-piece molecular cluster, C3H10N4 overall from OMol25. Energies are from ωB97M-V/def2-TZVPD.

HOMO energy (spin up / spin down), eV: -18.467 / -18.949
Molar mass, g mol⁻¹: 102.1
Kohn-Sham gap (spin up / spin down), eV: 7.43 / 8.60

The geometry in ORCA input format:
```
! RIJCOSX wB97M-V def2-TZVPD def2/J DEFGRID3
* xyz 2 1
C 1.425 0.018 -0.440
C -1.476 1.137 0.164
C 0.228 -2.090 0.370
N -0.881 2.284 0.154
N -2.627 0.639 0.374
N 2.644 -0.469 -0.686
N 0.415 -0.696 -0.107
H 1.298 1.046 -0.432
H 0.120 -1.987 1.466
H 1.180 -2.462 0.050
H -0.749 -2.391 0.001
H -1.422 3.165 -0.019
H 0.164 2.323 0.375
H -3.577 1.133 0.453
H -2.953 -0.283 -0.063
H 3.447 0.122 -1.060
H 2.765 -1.491 -0.600
*
```


Short version: *P* is the most stable of them.


*P*
Here is one molecule with the formula C7H12 from OMol25. Energies are from ωB97M-V/def2-TZVPD.

HOMO energy, eV: -9.590
SMILES: CC[C@H]1C[C@H]2C[C@@H]12
Molar mass, g mol⁻¹: 96.2
Kohn-Sham gap, eV: 10.81

The geometry in ORCA input format:
```
! RIJCOSX wB97M-V def2-TZVPD def2/J DEFGRID3
* xyz 0 1
C -0.735 -2.453 0.273
C -0.202 -1.263 -0.519
C -0.604 0.113 0.009
C 0.082 0.782 1.251
C 0.483 1.965 0.370
C 1.346 1.472 -0.748
C -0.143 1.300 -0.839
H -0.420 -3.397 -0.185
H -1.832 -2.451 0.303
H -0.371 -2.447 1.307
H 0.891 -1.329 -0.589
H -0.571 -1.331 -1.553
H -1.691 0.140 0.155
H 0.914 0.244 1.722
H -0.643 1.050 2.025
H 0.440 3.012 0.654
H 1.767 2.232 -1.400
H 1.997 0.614 -0.583
H -0.710 1.749 -1.651
*
```


*Q*
Here is one molecule with the formula C7H12 from OMol25. Energies are from ωB97M-V/def2-TZVPD.

HOMO energy, eV: -9.798
SMILES: CC1CC2(CC2)C1
Molar mass, g mol⁻¹: 96.2
Kohn-Sham gap, eV: 10.96

The geometry in ORCA input format:
```
! RIJCOSX wB97M-V def2-TZVPD def2/J DEFGRID3
* xyz 0 1
C -2.601 0.073 0.060
C -1.159 -0.389 -0.027
C -0.201 0.268 -1.053
C 0.898 0.121 -0.004
C 2.061 -0.811 -0.138
C 2.282 0.673 0.040
C -0.162 0.012 1.089
H -3.160 -0.201 -0.843
H -2.661 1.162 0.175
H -3.108 -0.385 0.918
H -1.120 -1.478 -0.157
H -0.062 -0.222 -2.023
H -0.463 1.322 -1.215
H 2.261 -1.243 -1.117
H 2.295 -1.466 0.699
H 2.638 1.242 -0.816
H 2.667 1.016 0.998
H -0.414 0.997 1.504
H 0.010 -0.693 1.909
*
```


*R*
Here is one molecule with the formula C7H12 from OMol25. Energies are from ωB97M-V/def2-TZVPD.

HOMO energy, eV: -8.156
SMILES: C/C=C/C=C/CC
Molar mass, g mol⁻¹: 96.2
Kohn-Sham gap, eV: 9.23

The geometry in ORCA input format:
```
! RIJCOSX wB97M-V def2-TZVPD def2/J DEFGRID3
* xyz 0 1
C 3.778 -0.660 1.247
C 2.331 -0.970 0.746
C 1.453 -0.033 0.251
C 0.158 -0.419 -0.383
C -0.847 0.497 -0.604
C -2.291 0.167 -1.058
C -3.520 0.978 -0.473
H 4.233 0.148 0.513
H 4.390 -1.508 1.152
H 3.791 -0.303 2.317
H 2.037 -2.055 0.828
H 1.706 1.017 0.180
H -0.177 -1.459 -0.162
H -0.737 1.566 -0.578
H -2.257 0.436 -2.037
H -2.508 -0.892 -0.948
H -3.219 2.017 -0.031
H -4.311 1.004 -1.258
H -4.009 0.469 0.298
*
```


Short version: *Q* is the most stable of them.


*P*
Here is one molecule with the formula C7H12 from OMol25. Energies are from ωB97M-V/def2-TZVPD.

HOMO energy, eV: -9.802
SMILES: CC1CC2(CC2)C1
Molar mass, g mol⁻¹: 96.2
Kohn-Sham gap, eV: 10.95

The geometry in ORCA input format:
```
! RIJCOSX wB97M-V def2-TZVPD def2/J DEFGRID3
* xyz 0 1
C -2.387 0.469 0.139
C -1.272 -0.556 0.007
C -0.237 -0.268 -1.117
C 0.838 -0.090 -0.045
C 2.277 -0.488 -0.132
C 1.899 0.963 -0.003
C -0.146 -0.438 1.072
H -3.053 0.444 -0.731
H -1.972 1.482 0.213
H -2.990 0.287 1.036
H -1.698 -1.564 -0.055
H -0.061 -1.105 -1.802
H -0.453 0.629 -1.712
H 2.653 -0.834 -1.091
H 2.723 -0.978 0.730
H 2.020 1.603 -0.874
H 2.088 1.457 0.948
H -0.308 0.356 1.813
H 0.079 -1.369 1.602
*
```


*Q*
Here is one molecule with the formula C7H12 from OMol25. Energies are from ωB97M-V/def2-TZVPD.

HOMO energy (spin up / spin down), eV: -7.303 / -7.149
Molar mass, g mol⁻¹: 96.2
Kohn-Sham gap (spin up / spin down), eV: 7.86 / 7.49

The geometry in ORCA input format:
```
! RIJCOSX wB97M-V def2-TZVPD def2/J DEFGRID3
* xyz 0 1
C 1.975 0.209 0.113
C 0.999 1.221 -0.393
C -0.386 0.984 -0.545
C -0.930 -0.516 -1.309
C -0.989 -1.587 -0.378
C -0.613 -0.265 1.602
C -0.793 0.874 0.874
H 2.952 0.362 -0.359
H 2.129 0.240 1.201
H 1.635 -0.807 -0.131
H 1.427 2.126 -0.825
H -0.882 1.807 -1.066
H -1.909 -0.186 -1.664
H -0.234 -0.643 -2.140
H -1.926 -1.915 0.054
H -0.179 -2.314 -0.344
H 0.227 -0.933 1.477
H -1.118 -0.353 2.563
H -1.384 1.697 1.271
*
```


*R*
Here is a 2-piece molecular cluster, C7H12 overall from OMol25. Energies are from ωB97M-V/def2-TZVPD.

HOMO energy (spin up / spin down), eV: -7.661 / -8.653
Molar mass, g mol⁻¹: 96.2
Kohn-Sham gap (spin up / spin down), eV: 6.68 / 9.07

The geometry in ORCA input format:
```
! RIJCOSX wB97M-V def2-TZVPD def2/J DEFGRID3
* xyz 0 1
C 2.824 -0.520 -1.047
C 1.542 -0.921 -1.501
C 0.406 -0.328 -0.458
C -1.001 -0.764 -0.931
C -1.880 -0.151 0.046
C -2.228 0.515 1.005
C -2.155 1.359 2.144
H 3.254 0.433 -1.339
H 0.294 1.459 1.902
H 3.403 -1.139 -0.369
H 1.257 -0.496 -2.469
H 1.386 -2.005 -1.487
H 0.518 0.756 -0.437
H 0.639 -0.709 0.537
H -1.187 -0.399 -1.948
H -1.076 -1.857 -0.944
H -0.921 1.528 2.184
H -2.457 0.896 3.088
H -2.616 2.344 2.025
*
```


Short version: *P* is the most stable of them.


*P*
Here is one molecule with the formula C7H12 from OMol25. Energies are from ωB97M-V/def2-TZVPD.

HOMO energy, eV: -8.522
SMILES: C=C(/C=C/C)CC
Molar mass, g mol⁻¹: 96.2
Kohn-Sham gap, eV: 9.32

The geometry in ORCA input format:
```
! RIJCOSX wB97M-V def2-TZVPD def2/J DEFGRID3
* xyz 0 1
C -1.549 -1.062 -1.042
C -0.451 -0.552 -0.427
C -0.596 0.743 0.285
C 0.145 1.848 0.304
C -0.353 3.217 1.012
C 0.901 -1.233 -0.479
C 1.158 -2.699 -0.082
H -1.653 -2.153 -1.060
H -2.348 -0.383 -1.311
H -1.602 0.832 0.654
H 1.224 1.829 0.204
H 0.319 3.738 1.727
H -0.520 3.912 0.148
H -1.289 2.839 1.415
H 1.579 -0.487 0.004
H 1.304 -1.180 -1.520
H 1.298 -2.782 1.011
H 2.116 -3.094 -0.442
H 0.318 -3.333 -0.401
*
```


*Q*
Here is C7H12 as an isolated structure from OMol25. Energies are from ωB97M-V/def2-TZVPD.

HOMO energy, eV: -7.611
Molar mass, g mol⁻¹: 96.2
Kohn-Sham gap, eV: 8.61

The geometry in ORCA input format:
```
! RIJCOSX wB97M-V def2-TZVPD def2/J DEFGRID3
* xyz 0 1
C 2.462 -0.206 0.842
C 1.338 0.680 0.393
C 0.638 0.183 -0.875
C -0.759 0.008 -0.309
C -1.897 0.912 -0.674
C -1.946 -0.553 -1.025
C -0.427 -0.250 1.140
H 3.320 0.120 0.234
H 2.335 -1.287 0.652
H 2.740 -0.049 1.890
H 0.390 0.677 1.318
H 0.709 0.896 -1.706
H 1.026 -0.791 -1.225
H -1.739 1.627 -1.477
H -2.541 1.269 0.127
H -1.826 -0.832 -2.069
H -2.625 -1.194 -0.467
H -0.017 -1.241 1.345
H -1.181 0.030 1.885
*
```


Short version: *P* is the most stable of them.


*P*
Here is one molecule with the formula C7H12 from OMol25. Energies are from ωB97M-V/def2-TZVPD.

HOMO energy, eV: -9.386
SMILES: C=CC[C@@H](C)C=C
Molar mass, g mol⁻¹: 96.2
Kohn-Sham gap, eV: 10.51

The geometry in ORCA input format:
```
! RIJCOSX wB97M-V def2-TZVPD def2/J DEFGRID3
* xyz 0 1
C 0.126 0.979 1.889
C 0.828 1.494 0.885
C 1.017 0.980 -0.519
C 0.243 -0.272 -0.977
C 0.754 -1.563 -0.338
C -1.243 -0.041 -0.855
C -2.120 -0.784 -0.186
H 0.083 1.484 2.850
H -0.450 0.066 1.801
H 1.342 2.437 1.072
H 2.091 0.790 -0.651
H 0.788 1.806 -1.209
H 0.452 -0.350 -2.056
H 0.247 -2.435 -0.767
H 1.828 -1.673 -0.528
H 0.609 -1.581 0.747
H -1.603 0.851 -1.368
H -3.170 -0.509 -0.145
H -1.823 -1.679 0.354
*
```


*Q*
Here is a 2-piece molecular cluster, C7H12 overall from OMol25. Energies are from ωB97M-V/def2-TZVPD.

HOMO energy, eV: -8.929
Molar mass, g mol⁻¹: 96.2
Kohn-Sham gap, eV: 9.88

The geometry in ORCA input format:
```
! RIJCOSX wB97M-V def2-TZVPD def2/J DEFGRID3
* xyz 0 1
C -2.068 -0.008 0.494
C -1.214 -0.613 -0.602
C -0.028 0.074 -1.238
C 0.616 1.273 -0.525
C 1.396 0.696 0.677
C 0.956 -0.772 0.873
C 0.178 -1.162 -0.393
H -2.838 0.644 0.064
H -2.577 -0.796 1.064
H -1.497 0.594 1.210
H -1.803 -1.197 -1.311
H 0.063 0.029 -2.325
H 1.326 1.771 -1.186
H -0.124 2.035 -0.244
H 2.796 0.667 0.299
H 2.175 1.209 1.244
H 0.372 -0.937 1.788
H 1.850 -1.387 0.968
H 0.421 -2.121 -0.854
*
```


*R*
Here is C7H12 as an isolated structure from OMol25. Energies are from ωB97M-V/def2-TZVPD.

HOMO energy, eV: -9.605
Molar mass, g mol⁻¹: 96.2
Kohn-Sham gap, eV: 10.76

The geometry in ORCA input format:
```
! RIJCOSX wB97M-V def2-TZVPD def2/J DEFGRID3
* xyz 0 1
C -2.568 0.025 0.188
C -1.105 -0.287 0.007
C -0.245 0.643 -0.898
C 0.887 0.182 0.003
C 1.843 -0.875 -0.435
C 2.350 0.456 -0.024
C -0.089 -0.044 1.155
H -3.072 -0.110 -0.776
H -2.702 1.067 0.513
H -3.011 -0.653 0.928
H -0.931 -1.312 -0.340
H -0.094 0.408 -1.958
H -0.545 1.705 -0.779
H 1.893 -1.170 -1.493
H 2.026 -1.761 0.190
H 2.675 1.143 -0.798
H 2.865 0.573 0.925
H -0.349 0.860 1.740
H 0.174 -0.848 1.851
*
```


*S*
Here is one molecule with the formula C7H12 from OMol25. Energies are from ωB97M-V/def2-TZVPD.

HOMO energy, eV: -9.055
SMILES: CC#CCCCC
Molar mass, g mol⁻¹: 96.2
Kohn-Sham gap, eV: 10.13

The geometry in ORCA input format:
```
! RIJCOSX wB97M-V def2-TZVPD def2/J DEFGRID3
* xyz 0 1
C 3.501 -0.342 1.589
C 2.729 0.256 0.501
C 1.882 0.287 -0.356
C 0.656 -0.183 -0.992
C -0.633 0.486 -0.454
C -1.907 -0.309 -0.750
C -3.189 0.352 -0.232
H 3.170 0.053 2.552
H 4.577 -0.200 1.492
H 3.291 -1.422 1.583
H 0.905 -1.222 -0.686
H 0.634 -0.242 -2.081
H -0.538 0.660 0.626
H -0.727 1.489 -0.903
H -1.812 -1.307 -0.304
H -1.994 -0.459 -1.835
H -3.160 0.487 0.856
H -3.348 1.339 -0.685
H -4.066 -0.263 -0.466
*
```


Short version: *P* is the most stable of them.